(1)
The following is a quantum chemistry calculation of a single C7H9NO molecule at a distorted geometry, from the Open Molecules 2025 dataset.

For the LUMO energy, the calculation gives 0.823 eV. The SMILES is NCc1ccccc1O. As for the relative energy (zero: lowest compared OMol25 entry of this formula, charge and spin): 3.729 eV. The orbital gap comes out at 0.3604 Ha. As for the net charge: 0. As for the strongest force on any atom: 0.20420 hartree/bohr. The total energy comes out at -10939.0850 eV.

Each line ends with the natural charge from an NBO analysis.
Positions of all 18 atoms, in Å:
N: -2.7969 -0.0553 -0.1548  -0.79
C: -1.7360 -0.8912 0.0680  -0.18
C: -0.2825 -0.3689 0.0473  -0.14
C: 0.7044 -1.2825 -0.0077  -0.15
C: 2.0979 -0.9760 -0.0232  -0.21
C: 2.4223 0.3460 -0.0805  -0.17
C: 1.3909 1.3230 -0.0584  -0.29
C: 0.1207 0.9422 0.0961  0.30
O: -0.8566 1.9842 0.1211  -0.69
H: -2.5551 0.6050 0.4417  0.36
H: -2.6361 0.1085 -1.0859  0.35
H: -1.9336 -1.5738 1.1975  0.14
H: -1.8370 -1.7025 -0.6099  0.20
H: 0.5149 -2.3830 0.1986  0.21
H: 2.6834 -1.6786 0.0155  0.18
H: 3.3740 0.6719 0.0147  0.20
H: 1.6578 2.2287 -0.1458  0.19
H: -0.3325 2.7023 -0.0344  0.47


(2)
The following is a quantum chemistry calculation of a gas-phase ion, C4H10NS (charge -1) at a distorted geometry, from the Open Molecules 2025 dataset.

For the LUMO energy, the calculation gives 3.541 eV. The SMILES is CNCCC[S-]. As for the relative energy (zero: lowest compared OMol25 entry of this formula, charge and spin): 0.540 eV. The orbital gap comes out at 0.2097 Ha. As for the net charge: -1. As for the strongest force on any atom: 0.02821 hartree/bohr. The total energy comes out at -16635.5716 eV.

Each line ends with the natural charge from an NBO analysis.
Positions of all 16 atoms, in Å:
C: -1.6784 0.2334 0.9716  -0.43
N: -1.3162 1.0142 -0.2021  -0.63
C: -0.2128 0.3761 -0.9610  -0.22
C: 1.1312 0.3852 -0.2644  -0.44
C: 1.6731 -1.0433 0.0039  -0.52
S: 3.3705 -1.3234 0.5107  -0.70
H: -1.7851 -0.8499 0.8414  0.16
H: -2.6284 0.5672 1.3947  0.18
H: -0.9600 0.4809 1.7614  0.20
H: -2.1317 1.0897 -0.7950  0.34
H: -0.1048 0.8392 -1.9534  0.18
H: -0.6163 -0.6328 -1.1058  0.15
H: 0.9460 0.8755 0.7001  0.19
H: 1.8886 1.0251 -0.7147  0.21
H: 1.4739 -1.5909 -0.9221  0.16
H: 0.9504 -1.4465 0.7346  0.16


(3)
The following is a quantum chemistry calculation of a molecular structure, C6H11N at a distorted geometry, from the Open Molecules 2025 dataset.

For the LUMO energy, the calculation gives -0.622 eV. As for the relative energy (zero: lowest compared OMol25 entry of this formula, charge and spin): 7.862 eV. The orbital gap comes out at 0.2070 Ha. As for the net charge: 0. As for the strongest force on any atom: 0.08176 hartree/bohr. The total energy comes out at -7882.6693 eV.

Each line ends with the Mulliken charge.
Positions of all 18 atoms, in Å:
C: 2.4184 0.0314 -0.7885  -1.05
C: 1.5678 -0.6348 0.4035  -0.80
C: 0.7071 0.3818 1.1496  -0.20
C: -0.5408 1.0059 0.7375  -0.59
C: -1.1454 0.4913 -0.5857  0.20
N: -1.1303 -0.8637 -0.8211  -0.78
C: -2.3853 -0.3242 -0.1541  -0.66
H: 3.0297 0.6567 -0.1914  0.33
H: 1.7204 0.4501 -1.4737  0.29
H: 3.0687 -0.6339 -1.2836  0.35
H: 0.9188 -1.3941 -0.0410  0.37
H: 2.0711 -1.2549 1.0678  0.52
H: -0.3816 -0.0787 1.3942  0.18
H: 1.3453 0.8786 1.9408  0.37
H: -0.8098 1.9399 1.2004  0.45
H: -1.1956 1.1045 -1.4729  0.48
H: -2.4077 -0.7027 0.8644  0.23
H: -3.1786 -0.6287 -0.8307  0.30


(4)
The following is a quantum chemistry calculation of 6 unconnected molecules or ions with the total composition C35H55IN5O8PS, from the Open Molecules 2025 dataset.

For the LUMO energy, the calculation gives 0.015 eV. The SMILES is CCCOC[C@@H]1[C@@H](CCCI)[C@](CCCCO)(P(=O)(O)O)COS1(=O)=O.c1cc[nH]c1.c1cc[nH]c1.c1cc[nH]c1.c1cc[nH]c1.c1cc[nH]c1. The orbital gap comes out at 0.2884 Ha. As for the net charge: 0. As for the strongest force on any atom: 0.01920 hartree/bohr. The total energy comes out at -89243.2026 eV.

Each line ends with the Mulliken charge.
Positions of all 106 atoms, in Å:
C: 3.3417 -1.1727 1.4991  -0.88
C: 3.6756 0.0476 0.6428  -0.69
C: 2.5187 0.5296 -0.2196  -0.66
O: 1.3642 0.9037 0.5148  -0.11
C: 0.4141 -0.1033 0.7139  -1.02
C: -0.9527 0.5298 1.0048  0.07
C: -1.3375 1.7020 0.0780  -2.23
C: -1.0142 1.4155 -1.4054  -1.15
C: 0.0804 2.3910 -1.8704  -0.89
C: 0.9113 1.9664 -3.0611  -1.71
I: -0.2226 1.8741 -4.8654  -0.04
C: -2.7858 2.2145 0.3893  3.74
C: -3.9784 1.2508 0.1097  -1.88
C: -4.5436 0.9947 -1.3027  -0.62
C: -4.2413 -0.4187 -1.8333  -0.60
C: -4.4063 -0.5817 -3.3527  -0.67
O: -3.3241 -1.2347 -3.9992  -0.57
P: -2.9800 3.8808 -0.3495  0.54
O: -2.1204 4.9163 0.2711  -1.01
O: -2.7919 3.7153 -1.9276  -0.63
O: -4.5559 4.2026 -0.2298  -0.30
C: -2.8766 2.4939 1.9288  -1.45
O: -1.6046 2.5068 2.5839  -0.49
S: -0.9653 1.0614 2.7388  1.35
O: -1.8987 0.2157 3.4351  -0.72
O: 0.3601 1.2890 3.2309  -0.65
H: 2.7940 -1.9321 0.9244  0.03
H: 4.2433 -1.6152 1.9215  0.45
H: 2.7044 -0.8910 2.3449  0.27
H: 4.4992 -0.1961 -0.0411  0.38
H: 4.0277 0.8655 1.2780  0.34
H: 2.2495 -0.2457 -0.9576  0.40
H: 2.8267 1.4206 -0.7779  0.34
H: 0.6735 -0.7678 1.5495  0.17
H: 0.3304 -0.7378 -0.1816  0.63
H: -1.6962 -0.2752 0.9741  0.38
H: -0.6829 2.5325 0.3718  1.19
H: -0.7137 0.3729 -1.5631  0.71
H: -1.8854 1.5857 -2.0358  0.76
H: -0.4467 3.3156 -2.1269  0.00
H: 0.7614 2.6250 -1.0464  0.64
H: 1.6967 2.6954 -3.2618  0.67
H: 1.3648 0.9822 -2.9337  0.50
H: -3.7321 0.2842 0.5661  0.46
H: -4.8024 1.6492 0.7131  0.46
H: -5.6296 1.0925 -1.2209  0.51
H: -4.1935 1.7266 -2.0293  0.35
H: -3.2278 -0.7291 -1.5432  0.23
H: -4.9197 -1.1171 -1.3313  0.50
H: -5.2695 -1.2172 -3.5650  0.39
H: -4.5900 0.3946 -3.8235  0.27
H: -2.5073 -0.8025 -3.7411  0.31
H: -3.2159 4.4278 -2.4163  0.37
H: -4.6820 4.9999 0.2955  0.37
H: -3.4988 1.7280 2.4012  0.64
H: -3.3207 3.4667 2.1517  0.30
C: 2.0628 6.7451 -1.5547  -0.63
C: 2.0868 7.1773 -0.2008  -0.66
C: 0.9749 6.6598 0.4121  -0.35
N: 0.2794 5.9340 -0.5116  0.25
C: 0.9367 5.9809 -1.7136  -0.45
H: 2.7882 6.9668 -2.3197  0.42
H: 2.8345 7.7945 0.2685  0.41
H: 0.6233 6.7448 1.4259  0.40
H: -0.5853 5.4447 -0.3236  0.37
H: 0.5413 5.4658 -2.5736  0.43
C: 8.5144 -2.3087 0.1480  -0.42
C: 7.8702 -2.2480 -1.1180  -0.50
C: 6.6702 -2.8976 -0.9947  -0.50
N: 6.5677 -3.3465 0.2932  0.18
C: 7.6858 -2.9958 0.9958  -0.67
H: 9.4763 -1.8980 0.4047  0.43
H: 8.2452 -1.7823 -2.0139  0.43
H: 5.8860 -3.0761 -1.7112  0.42
H: 5.7913 -3.8575 0.6702  0.21
H: 7.7959 -3.2632 2.0327  0.44
C: -7.7906 2.8871 -0.7543  0.00
C: -9.1751 2.5726 -0.8280  -0.96
C: -9.6634 2.5808 0.4510  -0.43
N: -8.6304 2.8884 1.2921  0.00
C: -7.4837 3.0735 0.5681  -0.62
H: -7.0998 2.9718 -1.5758  0.60
H: -9.7459 2.3673 -1.7178  0.40
H: -10.6542 2.3980 0.8297  0.39
H: -8.7026 2.9641 2.2892  0.19
H: -6.5555 3.3254 1.0491  0.49
C: 0.8171 -4.3026 1.7119  0.26
C: 0.6406 -5.5111 2.4363  -0.79
C: 0.8721 -6.5505 1.5789  -0.76
N: 1.2060 -6.0203 0.3586  0.02
C: 1.1855 -4.6482 0.4360  -0.82
H: 0.6852 -3.3004 2.0848  0.56
H: 0.3496 -5.6042 3.4688  0.43
H: 0.8209 -7.6150 1.7332  0.44
H: 1.4107 -6.5518 -0.4677  0.17
H: 1.4099 -4.0416 -0.4251  0.47
C: 5.9431 -8.0667 2.5800  -0.64
C: 6.5511 -7.2514 1.5881  -0.74
C: 5.5462 -6.5716 0.9512  -0.70
N: 4.3566 -6.9467 1.5183  0.11
C: 4.5909 -7.8590 2.5080  -0.32
H: 6.4418 -8.7316 3.2649  0.39
H: 7.6019 -7.1755 1.3643  0.42
H: 5.5735 -5.8748 0.1313  0.83
H: 3.4489 -6.5997 1.2575  0.29
H: 3.7807 -8.2751 3.0817  0.37